15
Properties=species:S:1:pos:R:3:lowdin_charge:R:1 method="wB97M-V/def2-TZVPD" homo_lumo_gap_ev="8.339 / 5.367" homo_ev="-8.1 / -10.9" multiplicity=3 molar_mass_g_mol=267.08 lumo_ev="0.2527 / -5.5514" s2=2.02 charge=0
C -0.32297 0.58197 -0.71509 -0.312
F -2.30256 -0.48786 -0.87005 0.091
S 0.58177 -1.27451 1.69454 0.562
O 1.13022 -1.36289 3.02033 -0.174
F 1.34429 -2.14880 0.56315 -0.180
F -0.49762 2.87717 -0.01147 0.064
O 0.88339 0.03681 1.10305 -0.239
F -2.07394 0.92832 0.73771 0.123
N 0.16231 -0.11508 -1.75118 -0.021
N 0.18769 1.86379 -0.70859 -0.009
F 1.30886 0.14463 -2.31395 0.145
O -0.77033 -1.71754 1.36560 -0.108
F 0.19018 -1.46264 -1.39418 0.047
N -1.36792 0.07136 -0.03575 -0.062
F 1.54663 2.06528 -0.68411 0.073